Entry w
The following is a DFT calculation (ωB97M-V/def2-TZVPD) of H37O18 as an isolated structure.

```
55
Properties=species:S:1:pos:R:3:lowdin_charge:R:1
O 1.579 5.674 0.848 -0.07
H -1.494 1.238 0.359 0.00
H 2.432 6.089 0.699 0.04
O -4.818 -1.640 -1.068 -0.04
H 4.605 -1.201 0.589 0.03
O 1.780 2.129 -3.100 -0.05
H 2.304 1.388 -3.416 0.04
H -4.277 -0.079 -2.698 0.04
O 0.985 2.166 4.475 -0.02
H -5.081 -1.384 -0.176 0.05
H 1.929 2.001 4.612 0.07
O 1.833 1.247 1.261 0.13
H 2.727 1.575 1.399 0.13
H 1.385 0.552 2.119 0.10
O 5.071 -0.560 1.150 -0.08
H 5.703 -0.228 0.495 0.05
H -4.479 0.751 -4.080 0.07
O 1.881 -0.498 -5.560 -0.06
H -1.004 -0.503 -0.085 -0.03
H 0.945 0.166 -1.883 0.07
O -1.379 0.715 -3.645 -0.10
H -1.056 -0.141 -3.945 0.03
H -2.375 0.651 -3.663 -0.01
O -0.200 -2.517 2.802 -0.06
H -0.844 -1.918 3.185 0.04
H 3.187 -1.366 2.729 0.05
O -3.967 0.615 -3.283 -0.02
H 1.586 -1.057 -6.287 0.04
H 0.591 1.612 5.165 0.06
O 0.660 0.065 3.073 0.04
H 0.999 -0.842 2.966 0.05
H 0.812 0.408 3.979 0.07
O -0.153 4.459 2.367 -0.07
H -0.419 5.236 1.861 0.04
H -0.146 4.758 3.284 0.05
O -2.453 1.313 0.325 -0.04
H -0.564 -3.393 2.603 0.03
H -2.570 1.676 -0.566 0.05
O -1.181 -4.802 -2.667 -0.06
H -0.256 -4.751 -2.893 0.03
H -1.477 -5.418 -1.993 0.03
O -2.420 -4.479 1.778 -0.05
H -2.836 -4.841 0.990 0.04
H -2.699 -5.088 2.477 0.05
O 2.783 -1.810 1.965 -0.06
H 1.651 5.029 1.561 0.01
H 1.559 0.838 0.402 0.10
O 0.491 0.614 -1.148 -0.06
H 0.903 2.096 -3.507 0.04
H 0.460 1.519 -1.490 0.05
O -1.062 -1.332 0.385 -0.05
H -5.089 -2.564 -1.091 0.04
H -0.998 -2.018 -0.287 0.04
H 2.000 0.397 -5.893 0.04
H 2.457 -2.548 2.520 0.06
```

For the highest occupied orbital energy, the calculation gives -0.4694 hartree. Its lowest unoccupied orbital energy is -0.1035 hartree. Its spin multiplicity is 1. The total charge is +1.


Entry x
The following is a DFT calculation (ωB97M-V/def2-TZVPD) of H37O18 as an isolated structure.

```
55
Properties=species:S:1:pos:R:3:lowdin_charge:R:1
O -2.034 -0.293 0.728 -0.04
H -0.894 0.083 3.934 0.04
H -2.681 -1.019 0.580 0.05
O -3.650 -2.526 1.426 -0.03
H 3.894 -4.966 -1.213 0.04
O -1.392 1.031 -3.257 -0.05
H -2.031 0.922 -3.955 0.05
H -3.555 1.692 1.164 0.08
O 0.279 3.395 2.173 -0.06
H -4.568 -2.659 1.671 0.06
H 1.102 3.677 2.587 0.06
O 3.601 -2.538 2.238 -0.03
H 2.837 -2.806 1.730 0.05
H -2.899 4.733 -1.779 0.08
O 3.880 -4.493 -0.377 -0.05
H 4.583 -3.840 -0.421 0.03
H -2.355 3.419 1.326 0.12
O -0.746 2.220 -1.127 -0.09
H 0.841 -2.544 -3.602 0.04
H 0.902 3.275 0.001 -0.02
O 3.373 0.220 2.055 -0.07
H 3.870 -0.596 2.202 0.01
H 4.081 0.800 1.745 0.05
O 1.893 0.791 -0.574 -0.04
H 2.217 1.679 -0.738 0.03
H -3.858 0.904 2.735 0.13
O -2.955 2.758 0.938 0.04
H -0.636 2.597 -2.005 0.05
H 0.374 2.433 2.203 0.04
O 4.974 -0.712 -2.447 -0.06
H 5.769 -0.426 -2.915 0.04
H 5.003 -0.120 -1.687 0.02
O -0.801 -3.947 -1.001 -0.04
H -0.098 -3.398 -1.357 0.02
H -0.760 -4.841 -1.346 0.06
O -0.663 -0.705 3.427 -0.04
H 2.268 0.373 0.210 0.02
H -1.318 -0.683 2.716 -0.02
O -2.296 4.127 -1.327 -0.05
H -2.353 2.737 0.109 0.10
H -1.555 4.583 -1.752 0.06
O -2.747 -1.982 -1.461 -0.05
H -3.404 -2.514 -1.903 0.05
H -1.847 -2.297 -1.342 0.00
O -3.950 0.761 1.782 0.07
H -1.141 -0.610 0.554 0.10
H 4.413 -2.848 1.841 0.04
O 1.642 3.889 -0.001 -0.06
H -1.540 0.616 -2.411 0.02
H 1.159 4.717 -0.111 0.05
O 1.462 -2.124 -3.000 -0.05
H -3.027 -2.909 2.048 0.06
H 1.592 -1.212 -3.274 0.04
H 0.047 1.720 -0.901 0.02
H -2.961 0.367 1.647 0.07
```

For the highest occupied orbital energy, the calculation gives -0.4906 hartree. Its lowest unoccupied orbital energy is -0.0982 hartree. Its spin multiplicity is 1. The total charge is +1.


Name the most stable of them. entry w.


Entry w
The following is a DFT calculation (ωB97M-V/def2-TZVPD) of one molecule with the formula C3H7BO3.

```
14
Properties=species:S:1:pos:R:3:lowdin_charge:R:1
C -1.775 0.183 -0.486 0.03
C -1.519 -0.415 0.673 -0.24
O -0.444 -0.282 1.432 -0.07
C 0.529 0.526 0.864 -0.12
B 1.358 -0.044 -0.349 -0.62
O 2.650 0.420 -0.498 0.18
O 0.939 -1.109 -1.120 0.16
H -0.906 0.560 -0.913 0.03
H -2.730 0.096 -0.893 0.05
H -2.375 -0.847 1.175 0.12
H 1.306 0.634 1.741 0.17
H 0.092 1.566 0.903 0.15
H 2.890 -0.058 -1.274 0.08
H -0.016 -1.229 -1.258 0.09
```

For the highest occupied orbital energy, the calculation gives -0.3402 hartree. Its SMILES is C=COCB(O)O. Its lowest unoccupied orbital energy is 0.0222 hartree. Its spin multiplicity is 1.


Entry x
The following is a DFT calculation (ωB97M-V/def2-TZVPD) of one molecule with the formula C3H7BO3.

```
14
Properties=species:S:1:pos:R:3:lowdin_charge:R:1
B -0.366 -0.139 -0.990 -0.44
C 0.177 0.348 1.219 -0.14
C -1.965 0.095 -0.481 0.16
C 1.422 -0.226 0.359 -0.16
O -0.708 0.972 0.239 -0.16
O 0.244 0.183 -2.130 0.15
O 1.940 -1.263 1.122 -0.08
H -0.370 -0.510 1.580 0.11
H 0.223 1.144 1.909 0.10
H -2.688 0.757 -1.015 0.10
H -2.283 -0.511 0.395 0.08
H 2.137 0.548 0.022 0.11
H -0.296 0.438 -2.846 0.08
H 2.532 -1.836 0.616 0.09
```

For the highest occupied orbital energy, the calculation gives -0.2732 hartree. Its lowest unoccupied orbital energy is 0.0192 hartree. Its spin multiplicity is 1.


Name the most stable of them. entry w.


Entry w
The following is a DFT calculation (ωB97M-V/def2-TZVPD) of a 2-piece molecular cluster, C2H7S3 overall.

```
12
Properties=species:S:1:pos:R:3:lowdin_charge:R:1
C -2.572 1.330 -0.417 -0.47
S -4.329 1.544 0.100 0.56
H -2.177 2.336 -0.542 0.02
H -2.426 0.753 -1.315 0.02
H -2.090 0.988 0.493 -0.01
C 3.411 -1.552 -0.073 -0.62
S 2.957 -0.065 0.816 0.03
S 0.894 -0.104 0.914 -0.38
H 4.510 -1.584 -0.067 0.00
H 3.064 -2.465 0.429 0.01
H 3.153 -1.585 -1.136 0.01
H -4.396 0.404 0.797 -0.18
```

For the highest occupied orbital energy, the calculation gives -0.0795 hartree. Its lowest unoccupied orbital energy is 0.1092 hartree. Its spin multiplicity is 1. The total charge is -1.


Entry x
The following is a DFT calculation (ωB97M-V/def2-TZVPD) of C2H7S3 as an isolated structure.

```
12
Properties=species:S:1:pos:R:3:lowdin_charge:R:1
C 0.771 -0.555 1.108 -0.24
C -0.721 -0.386 0.877 -0.79
S -1.237 1.326 0.933 0.31
H 1.141 0.290 1.715 0.05
H 1.202 -0.399 0.092 -0.01
H 1.196 -1.507 1.458 0.05
H -1.267 -0.834 1.708 0.02
H -1.049 -0.885 -0.045 0.02
S 0.410 -0.243 -2.536 0.16
S 0.560 1.680 -1.672 0.07
H -0.730 -0.021 -3.149 -0.26
H -0.276 1.535 -0.489 -0.39
```

For the highest occupied orbital energy, the calculation gives -0.1049 hartree. Its lowest unoccupied orbital energy is 0.1205 hartree. Its spin multiplicity is 1. The total charge is -1.


Name the most stable of them. entry w.


Entry w
The following is a DFT calculation (ωB97M-V/def2-TZVPD) of one molecule with the formula C4H6FNO.

```
13
Properties=species:S:1:pos:R:3:lowdin_charge:R:1
C 1.316 -0.982 -0.332 -0.03
N 0.364 -0.194 0.414 -0.13
C 0.482 -0.084 1.776 -0.30
O 1.365 -0.603 2.436 0.03
C -0.691 0.445 -0.252 -0.07
C -0.890 0.412 -1.567 -0.14
F -1.937 1.059 -2.099 0.01
H 2.028 -1.376 0.366 0.08
H 0.818 -1.796 -0.851 0.10
H 1.824 -0.348 -1.051 0.10
H -0.308 0.540 2.205 0.13
H -1.387 0.996 0.356 0.12
H -0.313 -0.118 -2.270 0.09
```

For the highest occupied orbital energy, the calculation gives -0.3274 hartree. Its SMILES is CN(C=O)/C=C/F. Its lowest unoccupied orbital energy is 0.0301 hartree. Its spin multiplicity is 1.


Entry x
The following is a DFT calculation (ωB97M-V/def2-TZVPD) of one molecule with the formula C4H6FNO.

```
13
Properties=species:S:1:pos:R:3:lowdin_charge:R:1
O -2.934 -0.995 -0.206 0.03
C -1.849 -0.594 0.134 -0.37
N -1.247 0.518 -0.390 0.02
C -0.079 1.238 -0.040 -0.12
C 1.140 0.657 0.136 -0.06
C 1.448 -0.826 0.050 -0.21
F 2.755 -0.802 -0.410 -0.07
H -1.205 -1.161 0.903 0.15
H -1.995 1.095 -0.859 0.17
H -0.272 2.297 0.010 0.11
H 2.007 1.291 0.405 0.11
H 1.439 -1.395 0.986 0.11
H 0.792 -1.323 -0.718 0.13
```

For the highest occupied orbital energy, the calculation gives -0.3461 hartree. Its SMILES is O=CN/C=C\CF. Its lowest unoccupied orbital energy is 0.0289 hartree. Its spin multiplicity is 1.


Entry y
The following is a DFT calculation (ωB97M-V/def2-TZVPD) of a 2-piece molecular cluster, C4H6FNO overall.

```
13
Properties=species:S:1:pos:R:3:lowdin_charge:R:1
C 1.529 1.361 -0.045 -0.01
C -1.908 0.213 -0.392 -0.37
C 1.828 0.090 0.215 -0.17
C -0.175 -1.160 0.644 0.02
N -1.075 -0.866 -0.291 -0.02
O -2.055 1.088 0.397 0.06
F 3.050 -0.461 0.315 0.00
H 2.205 2.085 -0.317 0.02
H 0.523 1.633 -0.260 0.02
H -2.590 0.235 -1.320 0.15
H -0.384 -0.701 1.576 0.08
H 0.408 -2.038 0.549 0.07
H -1.357 -1.478 -1.071 0.16
```

For the highest occupied orbital energy (spin up / spin down), the calculation gives -0.3091 / -0.3093 hartree. Its lowest unoccupied orbital energy (spin up / spin down) is 0.0008 / 0.0008 hartree. Its spin multiplicity is 1.


Name the most stable of them. entry w.


Entry w
The following is a DFT calculation (ωB97M-V/def2-TZVPD) of one molecule with the formula C4H6FNO.

```
13
Properties=species:S:1:pos:R:3:lowdin_charge:R:1
C 0.124 -0.241 1.650 -0.05
N 0.325 0.049 0.218 -0.12
C 1.575 -0.022 -0.363 -0.32
O 1.834 0.225 -1.521 0.03
C -0.873 0.483 -0.444 -0.07
C -1.353 0.056 -1.620 -0.10
F -0.608 -0.863 -2.246 0.03
H 1.077 -0.555 2.150 0.10
H -0.611 -1.066 1.808 0.10
H -0.250 0.635 2.117 0.06
H 2.369 -0.387 0.320 0.13
H -1.404 1.251 0.057 0.10
H -2.205 0.435 -2.126 0.10
```

For the highest occupied orbital energy, the calculation gives -0.3373 hartree. Its SMILES is CN(C=O)/C=C\F. Its lowest unoccupied orbital energy is 0.0310 hartree. Its spin multiplicity is 1.


Entry x
The following is a DFT calculation (ωB97M-V/def2-TZVPD) of one molecule with the formula C4H6FNO.

```
13
Properties=species:S:1:pos:R:3:lowdin_charge:R:1
C 0.318 0.363 1.576 -0.11
C -0.883 -0.165 0.853 -0.06
C -1.074 -0.256 -0.455 -0.19
F -2.317 -0.653 -0.915 0.04
C -0.133 0.016 -1.591 -0.46
N 1.219 -0.029 -1.248 0.14
O -0.571 0.168 -2.712 0.09
H 1.161 0.777 0.970 0.07
H 0.038 1.178 2.272 0.08
H 0.755 -0.369 2.279 0.08
H -1.732 -0.256 1.497 0.11
H 1.415 -0.592 -0.453 0.07
H 1.805 -0.182 -2.073 0.12
```

For the highest occupied orbital energy, the calculation gives -0.3686 hartree. Its SMILES is C/C=C(/F)C(N)=O. Its lowest unoccupied orbital energy is 0.0243 hartree. Its spin multiplicity is 1.


Name the most stable of them. entry x.


Entry w
The following is a DFT calculation (ωB97M-V/def2-TZVPD) of a 2-piece molecular cluster, C5H12NO2 overall.

```
20
Properties=species:S:1:pos:R:3:lowdin_charge:R:1
N 1.343 0.838 2.985 0.07
C 0.284 0.776 2.004 -0.84
O -0.568 -0.123 2.191 -0.10
O 0.401 1.581 1.055 -0.08
H 2.055 1.441 2.612 0.04
H 1.083 0.978 3.947 0.04
C 1.546 -0.918 -1.061 -0.13
C -2.187 0.220 -0.956 -0.13
C -0.764 0.078 -1.484 -0.30
C 0.051 -1.005 -0.790 -0.29
H 1.817 -0.628 -2.082 0.06
H 2.056 -1.858 -0.832 0.06
H 1.981 -0.160 -0.403 0.06
H -2.667 1.073 -1.449 0.06
H -2.161 0.427 0.114 0.06
H -2.815 -0.660 -1.122 0.06
H -0.224 1.010 -1.298 0.09
H -0.823 -0.094 -2.567 0.09
H -0.080 -1.002 0.296 0.08
H -0.327 -1.975 -1.158 0.10
```

For the highest occupied orbital energy, the calculation gives -0.1486 hartree. Its lowest unoccupied orbital energy is 0.1574 hartree. Its spin multiplicity is 1. The total charge is -1.


Entry x
The following is a DFT calculation (ωB97M-V/def2-TZVPD) of a 2-piece molecular cluster, C5H12NO2 overall.

```
20
Properties=species:S:1:pos:R:3:lowdin_charge:R:1
C 1.931 -0.608 0.361 -0.39
N 0.714 -1.180 -0.005 0.03
C -0.551 -0.385 0.074 -0.43
C -1.654 -0.900 1.026 -0.37
O -2.528 0.085 1.478 -0.30
C -1.130 0.025 -1.245 -0.31
O -2.371 0.759 -1.073 -0.18
C 2.220 0.786 -0.338 -0.15
H 2.712 -1.373 0.284 0.07
H 1.876 -0.424 1.650 0.16
H 0.175 1.846 -0.410 0.19
H -0.241 0.425 0.739 0.09
H -2.247 -1.684 0.460 0.12
H -1.234 -1.423 1.905 0.09
H -2.600 0.664 0.001 0.08
H -0.358 0.665 -1.824 0.09
H -1.244 -0.875 -1.823 0.09
H 1.129 1.298 -0.414 -0.05
H 2.779 0.813 -1.315 0.08
H 2.621 1.489 0.469 0.08
```

For the highest occupied orbital energy, the calculation gives -0.1217 hartree. Its lowest unoccupied orbital energy is 0.0550 hartree. Its spin multiplicity is 1. The total charge is -1.


Name the most stable of them. entry w.


Entry w
The following is a DFT calculation (ωB97M-V/def2-TZVPD) of one molecule with the formula C6H7I.

```
14
Properties=species:S:1:pos:R:3:lowdin_charge:R:1
C 1.021 -1.631 0.517 -0.02
C 0.157 -0.494 0.068 -0.23
C 0.225 0.395 -1.586 0.05
C 0.020 0.966 -0.243 -0.34
C -0.582 1.637 0.908 -0.05
C -1.077 0.206 0.512 -0.70
I -3.029 -0.286 -0.239 0.73
H 0.505 -2.177 1.130 0.01
H 1.996 -1.255 0.964 0.11
H 1.434 -2.131 -0.372 0.09
H -0.620 0.199 -2.240 0.05
H 1.144 0.485 -2.176 0.08
H -0.020 1.527 1.895 0.12
H -1.175 2.559 0.863 0.11
```

For the highest occupied orbital energy, the calculation gives -0.2910 hartree. Its SMILES is C[C@]12C[C@@]13C[C@]23I. Its lowest unoccupied orbital energy is 0.0254 hartree. Its spin multiplicity is 1.


Entry x
The following is a DFT calculation (ωB97M-V/def2-TZVPD) of one molecule with the formula C6H7I.

```
14
Properties=species:S:1:pos:R:3:lowdin_charge:R:1
C -1.100 1.295 0.753 -0.06
C -0.229 0.506 -0.103 -0.43
C -0.067 0.066 -1.638 -0.02
C -0.198 -0.905 -0.523 -0.16
C 0.572 -1.629 0.513 -0.15
C 0.987 -0.145 0.554 -0.62
I 3.010 0.253 0.005 0.78
H -1.464 2.164 0.086 0.10
H -0.492 1.615 1.644 0.09
H -2.080 0.843 1.168 0.10
H 0.975 0.202 -1.931 0.03
H -0.883 0.118 -2.357 0.10
H -0.156 -1.864 1.452 0.14
H 1.123 -2.519 0.377 0.08
```

For the highest occupied orbital energy, the calculation gives -0.2902 hartree. Its SMILES is C[C@]12C[C@@]13C[C@]23I. Its lowest unoccupied orbital energy is 0.0143 hartree. Its spin multiplicity is 1.


Name the most stable of them. entry x.